Molecular formula: C20H31AlF9N4O2S
Method: DFT, wB97M-V/def2-TZVPD

Geometry as XYZ:
```
68
C20H31AlF9N4O2S, DFT wB97M-V/def2-TZVPD
O 2.9110 -0.8331 3.4950
S 2.5031 -0.8627 2.0943
O 1.8467 -2.1218 1.7486
Al 1.0999 1.0842 1.8319
C 4.1777 -0.8449 1.2112
F 4.9668 -1.8499 1.6417
F 4.7695 0.3233 1.5895
C 4.1738 -0.8218 -0.3352
F 5.4795 -0.7255 -0.7227
F 3.5509 0.2995 -0.7633
C 3.5906 -2.0892 -1.0536
F 3.5996 -3.1562 -0.2519
F 4.4022 -2.3773 -2.1078
C 2.1595 -1.9101 -1.6674
F 1.3678 -1.1470 -0.9701
F 1.5960 -3.1184 -1.7493
F 2.2488 -1.4462 -2.9173
H 1.8918 2.3510 2.4201
H -0.0872 0.6854 2.7528
H 0.6113 1.2482 0.3055
C 2.9690 6.1379 -1.7976
C 3.7168 5.3743 -0.7105
C 2.8561 4.3056 -0.0297
C 1.7193 4.8905 0.6759
N 0.8360 5.4027 1.2004
H 2.1158 6.6771 -1.3837
H 3.6236 6.8672 -2.2770
H 2.6007 5.4588 -2.5688
H 4.0919 6.0754 0.0378
H 4.5870 4.8817 -1.1490
H 3.4558 3.7387 0.6837
H 2.4944 3.5851 -0.7658
C -0.9933 -0.9611 -7.5243
C 0.2094 -1.4336 -6.7157
C 0.7615 -0.3529 -5.7803
C 1.2701 0.8021 -6.5181
N 1.6527 1.7111 -7.1055
H -0.7290 -0.1272 -8.1763
H -1.3735 -1.7668 -8.1529
H -1.8026 -0.6364 -6.8679
H 0.9968 -1.7712 -7.3919
H -0.0785 -2.2928 -6.1078
H 1.5687 -0.7679 -5.1775
H -0.0130 -0.0229 -5.0859
C -3.8065 -0.2424 0.4185
C -4.4118 -0.1651 1.8168
C -4.3843 1.2481 2.3998
C -3.0109 1.7119 2.5800
N -1.9252 2.0695 2.6811
H -2.7557 0.0519 0.4268
H -3.8626 -1.2613 0.0328
H -4.3381 0.4106 -0.2781
H -3.8784 -0.8377 2.4857
H -5.4483 -0.5095 1.7790
H -4.8876 1.2575 3.3670
H -4.9236 1.9403 1.7494
C -3.9791 -4.6368 4.1954
C -3.1546 -4.1169 5.3667
C -3.9297 -3.1304 6.2478
C -4.3008 -1.9221 5.5163
N -4.5961 -0.9775 4.9364
H -4.2724 -3.8256 3.5274
H -3.4027 -5.3538 3.6116
H -4.8860 -5.1366 4.5437
H -2.2471 -3.6402 4.9943
H -2.8398 -4.9557 5.9901
H -3.3207 -2.8411 7.1056
H -4.8331 -3.5996 6.6423
```

Output
Multiplicity = 1
Molecular weight = 589.53 g mol⁻¹
ΔE to the lowest compared entry with this formula, charge and spin = 0.0 kJ/mol
Highest occupied orbital energy = -5.91 eV
Charge = -1
Kohn-Sham gap = 8.2 eV

***

Molecular formula: C20H31AsBN2O4S5Se2TcTe
Method: DFT, wB97M-V/def2-TZVPD

Geometry as XYZ:
```
68
C20H31AsBN2O4S5Se2TcTe, DFT wB97M-V/def2-TZVPD
Tc -1.0267 -0.2625 0.4401
O 1.7722 0.0890 2.1087
C 2.2719 1.1988 2.8231
C 1.0808 2.0881 3.1989
C 1.5587 3.1593 4.2141
O 2.1318 2.6089 5.3684
C 0.0105 1.2198 3.8707
Se -1.4384 0.4887 2.7336
C 0.5381 2.8254 1.9793
Se 0.2875 1.7742 0.2791
H 2.4135 -0.6295 2.1128
H 2.9739 1.7767 2.2051
H 2.7886 0.8936 3.7402
H 0.7124 3.8121 4.4766
H 2.3377 3.7756 3.7563
H 1.4764 2.0505 5.8039
H -0.5400 1.7925 4.6226
H 0.4627 0.3476 4.3421
H 1.2116 3.6362 1.6897
H -0.4358 3.2507 2.2354
S -0.7627 -4.4569 -1.3820
As -0.1314 -4.0367 0.5379
S -2.1430 -1.5847 -1.1272
S -0.9174 -2.4089 1.7155
S 1.0051 -5.4333 1.5300
N -3.3622 3.0079 0.3153
C -4.1841 2.0172 0.7774
C -5.4264 2.3027 1.3520
C -6.2293 1.2623 1.7623
C -5.7857 -0.0457 1.5911
C -4.5736 -0.2428 0.9716
N -3.7853 0.7554 0.5685
H -3.6154 3.9452 0.5862
H -2.3656 2.8167 0.3197
H -5.7342 3.3297 1.4662
H -7.1931 1.4602 2.2048
H -6.3753 -0.8869 1.9160
H -4.2148 -1.2439 0.7629
Te -2.3979 0.6346 -1.7716
C -1.6315 0.3893 -3.7446
C -2.4093 -0.0570 -4.7761
C -1.7637 0.0109 -6.0271
C -0.5102 0.5251 -5.9319
S -0.0920 0.9344 -4.3157
H -3.4129 -0.4218 -4.6324
H -2.2142 -0.3058 -6.9504
H 0.2012 0.6901 -6.7177
C 2.9889 -3.7032 -1.2206
C 2.7311 -2.2469 -0.8417
C 3.8830 -1.7585 0.0397
O 1.5355 -2.1700 -0.0316
B 0.7874 -1.0885 -0.4153
O 1.2735 -0.5135 -1.5340
C 2.3974 -1.2744 -2.0325
C 3.5105 -0.2874 -2.3732
C 1.9338 -2.0098 -3.2891
H 3.1844 -4.2700 -0.3088
H 3.8553 -3.7692 -1.8739
H 2.1275 -4.1523 -1.7122
H 3.9260 -2.3889 0.9253
H 3.7189 -0.7299 0.3470
H 4.8244 -1.8364 -0.4951
H 3.7084 0.3636 -1.5260
H 3.1867 0.3406 -3.2004
H 4.4184 -0.8143 -2.6564
H 1.1032 -2.6735 -3.0622
H 2.7501 -2.5846 -3.7172
H 1.5929 -1.2857 -4.0236
```

Output
Multiplicity = 1
Molecular weight = 993.07 g mol⁻¹
ΔE to the lowest compared entry with this formula, charge and spin = 157.9 kJ/mol
Highest occupied orbital energy (spin up / spin down) = -7.67 / -7.52 eV
Kohn-Sham gap (spin up / spin down) = 6.2 / 5.9 eV

***

> Which formula does entry 1 have?

C20H31AlF9N4O2S